1.
DFT (ωB97M-V with the def2-TZVPD basis set) results for one molecule with the formula C4H11NO2.

Output
LUMO (eV): 0.83
Kohn-Sham gap (eV): 10.0
Energy relative to the best compared isomer or geometry (same formula, charge and spin) (kJ/mol): 135.1
DFT total energy (hartree): -364.21671
Molecular weight (g/mol): 105.1
Structure (SMILES): N[C@H](CO)CCO

Bonds (Å) are listed after each position.
Positions of all 18 atoms, in Å:
1 N 0.67497 0.98962 -1.21089  C2 1.482, H8 1.017, H9 1.019
2 C 0.34721 0.30770 0.06350  N1 1.482, C3 1.522, C5 1.521, H10 1.091
3 C 1.59024 0.00581 0.88880  C2 1.522, O4 1.415, H11 1.093, H12 1.100
4 O 2.44836 1.12379 1.01742  C3 1.415, H13 0.964
5 C -0.39350 -0.98341 -0.24955  C2 1.521, C6 1.529, H14 1.075, H15 1.101
6 C -1.87671 -0.81981 -0.58161  C5 1.529, O7 1.431, H16 1.093, H17 1.089
7 O -2.42153 0.10806 0.36159  C6 1.431, H18 0.967
8 H 0.74116 1.99232 -1.05394  N1 1.017
9 H 1.60851 0.75212 -1.54343  N1 1.019
10 H -0.26525 1.06069 0.56261  C2 1.091
11 H 1.27942 -0.42824 1.84255  C3 1.093
12 H 2.16806 -0.75337 0.34084  C3 1.100
13 H 2.16338 1.64587 1.77603  O4 0.964
14 H 0.18382 -1.49795 -0.99571  C5 1.075
15 H -0.44695 -1.53369 0.70269  C5 1.101
16 H -2.05103 -0.44247 -1.59285  C6 1.093
17 H -2.39708 -1.76910 -0.46635  C6 1.089
18 H -3.35306 0.24204 0.13832  O7 0.967

Mulliken atomic charge list, values in e, 6 entries: number 1, N, carries -0.69; number 2, C, carries 0.35; number 3, C, carries -0.91; number 4, O, carries -0.51; number 5, C, carries -0.80; number 6, C, carries -0.59


2.
DFT (ωB97M-V with the def2-TZVPD basis set) results for a 8-piece molecular cluster, C48H120N8O16 overall.

Output
LUMO (eV): 0.71
Kohn-Sham gap (eV): 8.9
Energy relative to the best compared isomer or geometry (same formula, charge and spin) (kJ/mol): 1008.2
DFT total energy (hartree): -3541.98380
Molecular weight (g/mol): 1065.5
Structure (SMILES): COCCNCCOC.COCCNCCOC.COCCNCCOC.COCCNCCOC.COCCNCCOC.COCCNCCOC.COCCNCCOC.COCCNCCOC

Bonds (Å) are listed after each position.
Positions of all 192 atoms, in Å:
1 C 0.50525 13.70043 -27.85962  O2 1.419, H10 1.090, H11 1.090, H12 1.090
2 O 0.82377 13.80697 -29.23876  C1 1.419, C3 1.414
3 C -0.13713 13.17458 -30.06129  O2 1.414, C4 1.466, H13 1.090, H14 1.090
4 C 0.12876 13.77876 -31.37021  C3 1.466, N5 1.474, H15 1.090, H16 1.090
5 N 1.43309 13.58726 -32.02984  C4 1.474, C6 1.486, H17 1.010
6 C 1.55162 14.19080 -33.38280  N5 1.486, C7 1.569, H18 1.090, H19 1.090
7 C 3.07693 14.10906 -33.74161  C6 1.569, O8 1.416, H20 1.090, H21 1.090
8 O 4.00631 14.77448 -32.90515  C7 1.416, C9 1.347
9 C 4.96839 13.95067 -32.44794  O8 1.347, H22 1.090, H23 1.090, H24 1.090
10 H 0.10564 12.72759 -27.57328  C1 1.090
11 H -0.03502 14.54420 -27.43036  C1 1.090
12 H 1.43307 13.69106 -27.28764  C1 1.090
13 H -1.16890 13.36632 -29.76669  C3 1.090
14 H 0.03259 12.12280 -29.83095  C3 1.090
15 H -0.06530 14.84836 -31.29016  C4 1.090
16 H -0.58384 13.32606 -32.05967  C4 1.090
17 H 2.22760 13.97891 -31.54460  N5 1.010
18 H 1.33942 15.25417 -33.49376  C6 1.090
19 H 1.02451 13.72367 -34.21468  C6 1.090
20 H 3.13530 14.65365 -34.68402  C7 1.090
21 H 3.29037 13.04467 -33.83966  C7 1.090
22 H 5.59696 14.51937 -31.76268  C9 1.090
23 H 5.58198 13.43368 -33.18573  C9 1.090
24 H 4.63498 13.09912 -31.85481  C9 1.090
25 C -6.92091 16.21441 -32.37727  O26 1.453, H34 1.090, H35 1.090, H36 1.090
26 O -7.19360 14.87785 -31.87555  C25 1.453, C27 1.445
27 C -7.79498 14.01271 -32.86384  O26 1.445, C28 1.540, H37 1.090, H38 1.090
28 C -9.32938 14.05604 -32.98814  C27 1.540, N29 1.493, H39 1.090, H40 1.090
29 N -9.87085 13.69107 -31.64504  C28 1.493, C30 1.504, H41 1.010
30 C -9.62932 12.28735 -31.16245  N29 1.504, C31 1.521, H42 1.090, H43 1.090
31 C -10.34187 12.04345 -29.84120  C30 1.521, O32 1.417, H44 1.090, H45 1.090
32 O -9.70518 12.69841 -28.75767  C31 1.417, C33 1.400
33 C -10.44176 12.55561 -27.57582  O32 1.400, H46 1.090, H47 1.090, H48 1.090
34 H -6.06935 16.46407 -33.01022  C25 1.090
35 H -7.06562 16.95288 -31.58871  C25 1.090
36 H -7.64784 16.56400 -33.11039  C25 1.090
37 H -7.39603 13.02380 -32.63801  C27 1.090
38 H -7.33833 14.14355 -33.84489  C27 1.090
39 H -9.65055 13.31396 -33.71907  C28 1.090
40 H -9.58427 15.08143 -33.25596  C28 1.090
41 H -9.45705 14.43874 -31.10664  N29 1.010
42 H -8.55604 12.14711 -31.03399  C30 1.090
43 H -9.93073 11.57997 -31.93501  C30 1.090
44 H -10.31875 10.97447 -29.62940  C31 1.090
45 H -11.35175 12.38916 -30.06192  C31 1.090
46 H -11.48927 12.85361 -27.53102  C33 1.090
47 H -10.08639 13.28862 -26.85159  C33 1.090
48 H -10.23580 11.61997 -27.05594  C33 1.090
49 C 4.86270 6.28985 -22.16530  O50 1.410, H58 1.090, H59 1.090, H60 1.090
50 O 3.62762 5.64274 -21.95745  C49 1.410, C51 1.421
51 C 3.80470 4.29951 -21.52810  O50 1.421, C52 1.541, H61 1.090, H62 1.090
52 C 2.52648 3.79680 -20.82913  C51 1.541, N53 1.487, H63 1.090, H64 1.090
53 N 1.27527 3.94452 -21.61952  C52 1.487, C54 1.528, H65 1.010
54 C -0.01388 3.71042 -20.83381  N53 1.528, C55 1.487, H66 1.090, H67 1.090
55 C -1.31095 3.83958 -21.54875  C54 1.487, O56 1.474, H68 1.090, H69 1.090
56 O -1.66092 5.26682 -21.66023  C55 1.474, C57 1.434
57 C -2.86610 5.60721 -22.35949  O56 1.434, H70 1.090, H71 1.090, H72 1.090
58 H 4.55558 7.25041 -22.57897  C49 1.090
59 H 5.57465 5.80140 -22.83061  C49 1.090
60 H 5.37029 6.40677 -21.20782  C49 1.090
61 H 4.71458 4.30232 -20.92792  C51 1.090
62 H 4.09973 3.66777 -22.36594  C51 1.090
63 H 2.58027 4.49581 -19.99450  C52 1.090
64 H 2.76669 2.76443 -20.57497  C52 1.090
65 H 1.47662 4.88486 -21.92826  N53 1.010
66 H -0.20072 4.22379 -19.89060  C54 1.090
67 H 0.18050 2.69185 -20.49791  C54 1.090
68 H -2.07159 3.20115 -21.09939  C55 1.090
69 H -1.19437 3.48607 -22.57322  C55 1.090
70 H -3.29960 4.77493 -22.91402  C57 1.090
71 H -2.71211 6.51573 -22.94172  C57 1.090
72 H -3.38126 6.03081 -21.49737  C57 1.090
73 C 24.58876 11.50618 -24.71052  O74 1.446, H82 1.090, H83 1.090, H84 1.090
74 O 24.10048 11.32476 -23.36138  C73 1.446, C75 1.397
75 C 24.69599 12.11197 -22.37251  O74 1.397, C76 1.514, H85 1.090, H86 1.090
76 C 24.11757 11.93801 -20.98475  C75 1.514, N77 1.456, H87 1.090, H88 1.090
77 N 22.77807 12.47176 -20.78551  C76 1.456, C78 1.485, H89 1.010
78 C 21.71963 11.67482 -21.45689  N77 1.485, C79 1.536, H90 1.090, H91 1.090
79 C 20.29515 12.10001 -21.07230  C78 1.536, O80 1.417, H92 1.090, H93 1.090
80 O 20.03813 11.72210 -19.73123  C79 1.417, C81 1.436
81 C 18.61930 11.61574 -19.53360  O80 1.436, H94 1.090, H95 1.090, H96 1.090
82 H 24.72581 12.56747 -24.91786  C73 1.090
83 H 24.16124 11.06026 -25.60857  C73 1.090
84 H 25.55386 11.01418 -24.58961  C73 1.090
85 H 24.52425 13.17595 -22.53548  C75 1.090
86 H 25.75431 11.85453 -22.33012  C75 1.090
87 H 24.70017 12.40861 -20.19278  C76 1.090
88 H 24.11298 10.88759 -20.69375  C76 1.090
89 H 22.51136 12.19681 -19.85097  N77 1.010
90 H 21.70314 10.63897 -21.11802  C78 1.090
91 H 21.92496 11.82637 -22.51659  C78 1.090
92 H 19.69757 11.48863 -21.74847  C79 1.090
93 H 20.06671 13.15239 -21.24086  C79 1.090
94 H 18.30614 12.61928 -19.24560  C81 1.090
95 H 18.41315 11.03767 -18.63281  C81 1.090
96 H 18.03470 11.26781 -20.38524  C81 1.090
97 C -22.79389 6.25059 -23.12843  O98 1.403, H106 1.090, H107 1.090, H108 1.090
98 O -21.65125 6.89906 -22.63610  C97 1.403, C99 1.440
99 C -21.51155 8.26996 -23.05417  O98 1.440, C100 1.444, H109 1.090, H110 1.090
100 C -20.28887 8.94315 -22.68293  C99 1.444, N101 1.441, H111 1.090, H112 1.090
101 N -20.47729 10.36596 -22.55453  C100 1.441, C102 1.520, H113 1.010
102 C -19.27046 11.24541 -22.26860  N101 1.520, C103 1.533, H114 1.090, H115 1.090
103 C -18.43373 10.80468 -21.06235  C102 1.533, O104 1.483, H116 1.090, H117 1.090
104 O -17.39792 11.83810 -20.81994  C103 1.483, C105 1.361
105 C -16.38788 11.37252 -20.03576  O104 1.361, H118 1.090, H119 1.090, H120 1.090
106 H -22.63448 6.23148 -24.20655  C97 1.090
107 H -23.66800 6.89850 -23.06335  C97 1.090
108 H -23.02360 5.22936 -22.82443  C97 1.090
109 H -22.36511 8.86580 -22.73090  C99 1.090
110 H -21.62047 8.29220 -24.13849  C99 1.090
111 H -19.57613 8.79396 -23.49401  C100 1.090
112 H -19.89809 8.40033 -21.82227  C100 1.090
113 H -21.38542 10.51664 -22.13897  N101 1.010
114 H -19.74507 12.19832 -22.03448  C102 1.090
115 H -18.57707 11.51894 -23.06389  C102 1.090
116 H -18.05157 9.80730 -21.27977  C103 1.090
117 H -19.15058 10.71716 -20.24592  C103 1.090
118 H -15.92100 10.50859 -20.50878  C105 1.090
119 H -16.77662 11.20969 -19.03054  C105 1.090
120 H -15.69653 12.20836 -19.92842  C105 1.090
121 C 7.16255 8.93123 -29.99728  O122 1.419, H130 1.090, H131 1.090, H132 1.090
122 O 8.53578 8.74964 -30.30498  C121 1.419, C123 1.381
123 C 9.16429 7.78685 -29.53976  O122 1.381, C124 1.566, H133 1.090, H134 1.090
124 C 10.70718 7.74441 -29.80234  C123 1.566, N125 1.475, H135 1.090, H136 1.090
125 N 11.30754 8.77387 -28.93354  C124 1.475, C126 1.466, H137 1.010
126 C 11.08913 10.15304 -29.37983  N125 1.466, C127 1.595, H138 1.090, H139 1.090
127 C 11.61033 11.26201 -28.35864  C126 1.595, O128 1.437, H140 1.090, H141 1.090
128 O 10.96137 11.17932 -27.07926  C127 1.437, C129 1.408
129 C 11.39626 12.08693 -26.09515  O128 1.408, H142 1.090, H143 1.090, H144 1.090
130 H 6.54421 8.07927 -30.27996  C121 1.090
131 H 6.92608 9.83666 -30.55619  C121 1.090
132 H 6.93531 9.26158 -28.98371  C121 1.090
133 H 8.78464 6.85426 -29.95719  C123 1.090
134 H 8.83873 7.97964 -28.51753  C123 1.090
135 H 10.91756 7.86537 -30.86498  C124 1.090
136 H 11.03172 6.73966 -29.53168  C124 1.090
137 H 10.90498 8.75611 -28.00740  N125 1.010
138 H 10.02142 10.33744 -29.49847  C126 1.090
139 H 11.50466 10.28979 -30.37820  C126 1.090
140 H 11.76356 12.27170 -28.73964  C127 1.090
141 H 12.64579 11.13564 -28.04248  C127 1.090
142 H 10.66463 12.08971 -25.28719  C129 1.090
143 H 11.26409 13.08409 -26.51504  C129 1.090
144 H 12.33539 11.86495 -25.58834  C129 1.090
145 C 6.56564 20.73811 -22.14625  O146 1.460, H154 1.090, H155 1.090, H156 1.090
146 O 5.86782 20.71693 -20.86349  C145 1.460, C147 1.360
147 C 5.99813 21.83287 -20.09657  O146 1.360, C148 1.546, H157 1.090, H158 1.090
148 C 5.87208 21.45313 -18.60348  C147 1.546, N149 1.490, H159 1.090, H160 1.090
149 N 4.65732 20.79087 -18.04953  C148 1.490, C150 1.486, H161 1.010
150 C 3.73905 21.85394 -17.56412  N149 1.486, C151 1.514, H162 1.090, H163 1.090
151 C 2.44365 21.07136 -17.50831  C150 1.514, O152 1.418, H164 1.090, H165 1.090
152 O 1.88174 21.16621 -18.80638  C151 1.418, C153 1.393
153 C 0.70350 20.44591 -18.98909  O152 1.393, H166 1.090, H167 1.090, H168 1.090
154 H 6.34180 21.65733 -22.68758  C145 1.090
155 H 6.33899 19.96570 -22.88118  C145 1.090
156 H 7.60196 20.58591 -21.84465  C145 1.090
157 H 5.34863 22.63464 -20.44789  C147 1.090
158 H 7.00495 22.24962 -20.12354  C147 1.090
159 H 6.24247 22.35640 -18.11870  C148 1.090
160 H 6.71897 20.84434 -18.28685  C148 1.090
161 H 4.23339 20.23619 -18.77940  N149 1.010
162 H 3.58121 22.77426 -18.12644  C150 1.090
163 H 3.87141 22.30916 -16.58261  C150 1.090
164 H 1.76146 21.38509 -16.71818  C151 1.090
165 H 2.55275 20.01041 -17.28339  C151 1.090
166 H 0.42616 19.87524 -18.10279  C153 1.090
167 H 1.05641 19.79976 -19.79286  C153 1.090
168 H -0.03468 21.03526 -19.53301  C153 1.090
169 C -3.22388 13.28050 -19.53479  O170 1.454, H178 1.090, H179 1.090, H180 1.090
170 O -1.88324 12.73072 -19.64979  C169 1.454, C171 1.466
171 C -1.72174 11.57657 -18.76003  O170 1.466, C172 1.547, H181 1.090, H182 1.090
172 C -0.38729 10.83004 -18.99224  C171 1.547, N173 1.380, H183 1.090, H184 1.090
173 N 0.63196 11.75917 -18.94420  C172 1.380, C174 1.414, H185 1.010
174 C 1.91018 11.60840 -19.53079  N173 1.414, C175 1.616, H186 1.090, H187 1.090
175 C 2.76976 12.89034 -19.05165  C174 1.616, O176 1.418, H188 1.090, H189 1.090
176 O 4.15392 12.68791 -19.28404  C175 1.418, C177 1.452
177 C 4.97655 13.61910 -18.53355  O176 1.452, H190 1.090, H191 1.090, H192 1.090
178 H -3.66537 13.33413 -18.53965  C169 1.090
179 H -3.87371 12.68654 -20.17747  C169 1.090
180 H -3.15000 14.31251 -19.87772  C169 1.090
181 H -2.47054 10.80606 -18.94362  C171 1.090
182 H -1.80075 11.89618 -17.72094  C171 1.090
183 H -0.33640 10.29443 -19.94021  C172 1.090
184 H -0.27680 10.06746 -18.22129  C172 1.090
185 H 0.23266 12.65430 -19.18794  N173 1.010
186 H 1.96770 11.65525 -20.61826  C174 1.090
187 H 2.33447 10.65315 -19.22165  C174 1.090
188 H 2.56179 13.12595 -18.00794  C175 1.090
189 H 2.36727 13.77443 -19.54611  C175 1.090
190 H 6.02890 13.42433 -18.74026  C177 1.090
191 H 4.88104 13.48248 -17.45637  C177 1.090
192 H 4.56666 14.59472 -18.79478  C177 1.090

Mulliken atomic charge list, values in e, 6 entries: number 1, C, carries -0.81; number 2, O, carries -0.31; number 3, C, carries -0.52; number 4, C, carries -0.59; number 5, N, carries -0.33; number 6, C, carries -0.59